The following is a quantum chemistry calculation of a molecular structure, C46H49BrN6OP2Sr in a non-equilibrium geometry, from the OMol25 dataset.

Positions of all 106 atoms, in Å:
Sr: -0.6694 -0.9887 -0.4705
Br: 4.0374 -5.9041 -3.9858
C: 3.2107 -4.4789 -3.0653
C: 3.5809 -3.1577 -3.3449
C: 2.9996 -2.1070 -2.6852
C: 1.9863 -2.3085 -1.7146
O: 1.4666 -1.3200 -1.0853
C: 1.6242 -3.6655 -1.4325
C: 0.6538 -4.0805 -0.4247
N: -0.1593 -3.3093 0.1966
C: -1.0753 -3.7754 1.1876
C: -1.5794 -5.0416 1.2619
C: -2.4863 -5.4215 2.2813
C: -2.8989 -4.5273 3.2169
C: -2.4449 -3.1831 3.1538
C: -2.8808 -2.1948 4.0669
C: -2.4611 -0.9102 3.9371
C: -1.5927 -0.5955 2.8680
N: -1.1541 -1.4856 2.0216
C: -1.5587 -2.7928 2.1409
C: 2.2584 -4.7206 -2.1104
H: 4.3444 -2.9668 -4.0881
H: 3.2942 -1.0880 -2.8929
H: 0.6758 -5.1515 -0.1853
H: -1.2818 -5.7719 0.5215
H: -2.8473 -6.4403 2.3038
H: -3.5852 -4.8227 3.9982
H: -3.5590 -2.4736 4.8627
H: -2.7877 -0.1357 4.6147
H: -1.2548 0.4245 2.7245
H: 1.9731 -5.7368 -1.8684
C: -4.4049 -1.2117 0.1797
N: -3.2657 -1.1831 -0.7258
C: -3.5386 -1.3791 -1.9732
C: -2.5932 -1.4130 -3.0562
C: -2.9066 -1.6375 -4.3947
C: -1.6904 -1.6259 -5.0821
C: -0.7131 -1.4022 -4.1113
N: -1.2308 -1.2653 -2.8817
C: -4.9833 0.1574 0.4304
C: -6.3475 0.3824 0.3348
C: -6.8852 1.6376 0.5945
C: -6.0599 2.6856 0.9567
C: -4.6882 2.4726 1.0521
C: -4.1586 1.2234 0.7869
H: -4.0633 -1.6212 1.1387
H: -5.1892 -1.8853 -0.1874
H: -4.5786 -1.5543 -2.2702
H: -3.8937 -1.7878 -4.7990
H: -1.5297 -1.7684 -6.1361
H: 0.3564 -1.3373 -4.2577
H: -7.0002 -0.4328 0.0509
H: -7.9523 1.7904 0.5080
H: -6.4762 3.6623 1.1599
H: -4.0368 3.2885 1.3360
H: -3.0864 1.0761 0.8491
C: -0.8814 3.5443 0.6961
P: -0.0627 2.2632 -0.3256
C: 1.7234 2.6887 0.0019
N: 2.1952 3.7602 -0.5659
C: 3.5068 4.0653 -0.3570
C: 4.0641 5.2036 -0.9928
C: 5.3769 5.5085 -0.8029
C: 6.1912 4.6966 0.0317
C: 5.6700 3.6047 0.6559
C: 4.3048 3.2720 0.4671
N: 3.7892 2.1826 1.1060
C: 2.5422 1.8743 0.8823
P: 1.8370 0.3945 1.7720
C: 1.4950 1.2499 3.3645
C: 3.2737 -0.7068 2.1898
C: 4.2195 -0.1955 3.2717
C: 4.0631 -1.0551 0.9304
C: 2.5863 -1.9914 2.6877
C: -0.4448 2.8045 -2.0574
C: -1.8863 2.3314 -2.2935
C: -0.3816 4.3049 -2.3226
C: 0.4805 2.0553 -3.0100
H: -0.4692 4.5374 0.5183
H: -0.7804 3.3131 1.7568
H: -1.9450 3.5608 0.4597
H: 3.4201 5.7988 -1.6244
H: 5.8098 6.3709 -1.2892
H: 7.2326 4.9516 0.1679
H: 6.2627 2.9680 1.2965
H: 2.3398 1.8309 3.7331
H: 1.2167 0.5199 4.1253
H: 0.6471 1.9249 3.2385
H: 4.7099 0.7281 2.9797
H: 4.9857 -0.9531 3.4535
H: 3.7083 -0.0324 4.2188
H: 4.5859 -0.1901 0.5272
H: 3.4279 -1.4645 0.1496
H: 4.8140 -1.8035 1.1957
H: 2.0309 -1.8323 3.6146
H: 3.3468 -2.7501 2.8879
H: 1.8962 -2.3888 1.9435
H: -2.5963 2.8104 -1.6153
H: -2.0217 1.2471 -2.2226
H: -2.1760 2.6010 -3.3130
H: -1.1300 4.8472 -1.7458
H: -0.6160 4.4840 -3.3743
H: 0.5947 4.7262 -2.1086
H: 0.5618 0.9866 -2.7878
H: 1.4842 2.4802 -2.9962
H: 0.0852 2.1316 -4.0252

The LUMO energy is -0.5 eV. The calculated total energy comes out at -148945.575 eV. The value obtained for the gap between HOMO and LUMO is 6.5 eV.